A 2-piece molecular cluster, C15H14BCl3NO3 overall in a non-equilibrium geometry. Source: the Open Molecules 2025 dataset; level of theory: wB97M-V/def2-TZVPD.

## Properties
LUMO = 0.07 eV
frontier orbital gap = 3.2 eV
charge = -1
strongest force on any atom = 3.028 eV Å⁻¹
multiplicity = 1
E_tot = -61659.8409 eV

Geometry as XYZ:
```
37
Properties=species:S:1:pos:R:3:forces:R:3
Cl -4.919 3.028 -2.194 0.1 -0.1 0.4
B -4.425 2.138 -0.629 -1.5 -1.0 -0.6
Cl -5.364 2.806 0.846 0.5 0.0 -0.1
Cl -4.680 0.313 -0.782 0.4 0.6 0.2
O -2.972 2.470 -0.473 2.6 0.0 1.5
C -2.113 2.103 0.398 -2.1 1.1 -0.9
C -0.936 2.910 0.636 0.7 0.9 0.1
C -0.261 2.764 1.871 -0.2 -0.7 -0.8
C 0.968 3.379 2.073 0.1 0.2 0.2
C 1.511 4.214 1.090 -0.7 -0.2 0.1
C 0.762 4.507 -0.057 -0.1 0.0 0.1
C -0.470 3.902 -0.274 0.0 -0.8 0.2
H -2.336 1.252 1.055 0.0 0.0 -0.3
H -0.726 2.113 2.614 0.4 0.1 -0.1
H 1.512 3.205 3.003 -0.2 0.1 -0.3
H 2.478 4.680 1.250 -0.1 -0.1 -0.1
H 1.154 5.214 -0.785 -0.1 -0.1 0.1
H -1.051 4.137 -1.163 0.1 -0.2 0.1
C 3.324 -4.076 1.556 0.0 0.0 0.0
C 2.369 -3.537 0.525 0.0 0.0 -0.3
C 0.991 -3.570 0.761 0.4 0.2 -0.5
C 0.099 -2.999 -0.131 0.4 -0.3 0.5
C 0.544 -2.335 -1.305 0.5 -0.1 0.7
C -0.360 -1.583 -2.116 -0.7 -0.2 -0.6
N -1.705 -1.867 -2.114 -0.2 0.3 0.1
O -2.461 -1.491 -3.055 0.7 0.1 0.4
O -2.203 -2.506 -1.137 -0.6 0.4 -1.0
C 1.936 -2.429 -1.605 -0.6 0.2 0.3
C 2.822 -3.003 -0.694 -0.3 -0.1 0.4
H 4.354 -3.922 1.229 0.1 -0.1 0.1
H 3.191 -3.562 2.515 0.1 0.0 -0.1
H 3.180 -5.147 1.745 0.0 0.1 -0.1
H 0.615 -4.051 1.664 0.0 0.1 -0.1
H -0.965 -3.036 0.056 0.5 0.1 0.1
H -0.027 -0.931 -2.916 -0.1 -0.4 0.0
H 2.266 -2.033 -2.566 0.1 0.0 0.3
H 3.896 -3.057 -0.895 -0.3 0.1 -0.1
```
Forces are in eV/Å.

Löwdin atomic charge list, values in e, 6 entries: atom 1 (Cl): 0.47, atom 2 (B): -1.88, atom 3 (Cl): 0.46, atom 4 (Cl): 0.54, atom 5 (O): -0.04, atom 6 (C): 0.02